1.
19
Properties=species:S:1:pos:R:3 method="wB97M-V/def2-TZVPD" orbital_gap_ha=0.171 e_homo_ev=-8.17 spin_multiplicity=1 e_lumo_ev=-3.504 e_tot_ha=-724.96355 relative_energy_kcal_mol=226.74 charge=0 max_force_ev_per_a=2.9
O -1.947 1.230 -1.625
C -1.406 0.756 -0.633
N -0.535 1.328 0.174
C -0.201 0.796 1.433
C 1.225 0.298 1.463
C 2.058 0.734 0.457
S 0.803 -2.523 -0.602
C -1.717 -0.754 -0.424
H 0.092 -0.774 -2.867
H -0.445 1.487 2.239
H -0.783 -0.138 1.547
H 1.505 -0.290 2.329
H 1.360 -0.329 0.305
H 1.664 1.507 -0.198
H 3.135 0.634 0.501
H 0.771 -0.494 -2.815
H -0.858 -1.469 -0.380
H -2.416 -0.957 0.394
H -2.304 -1.042 -1.297

***

2.
98
Properties=species:S:1:pos:R:3 method="wB97M-V/def2-TZVPD" orbital_gap_ha=0.230 e_homo_ev=-8.39 spin_multiplicity=1 e_lumo_ev=-2.122 e_tot_ha=-2468.60900 relative_energy_kcal_mol=0.00 charge=+1 max_force_ev_per_a=3.6
C -0.262 1.919 -1.864
C -1.006 -0.217 -2.526
C -0.365 2.404 -3.171
C -1.293 0.291 -3.825
C -0.935 1.585 -4.152
H -0.022 3.419 -3.369
H -1.746 -0.397 -4.538
H -1.093 1.971 -5.156
N -0.540 0.644 -1.550
P -0.394 2.550 0.945
P -0.372 -2.525 -0.974
C 0.249 2.874 -0.767
H 1.348 2.811 -0.726
H 0.005 3.907 -1.055
C 0.109 -1.914 1.836
O 0.682 -2.643 2.529
C -1.186 -1.613 -2.244
H -1.730 -2.185 -2.996
C 1.297 -3.096 -1.773
C -1.474 -4.064 -0.681
C 0.950 3.075 2.239
C -1.936 3.659 0.949
C 2.265 -3.409 -0.616
H 1.864 -4.160 0.081
H 3.202 -3.810 -1.036
H 2.503 -2.500 -0.043
C 1.128 -4.309 -2.692
H 0.802 -5.215 -2.168
H 0.438 -4.091 -3.519
H 2.112 -4.532 -3.137
C 1.832 -1.936 -2.617
H 2.763 -2.252 -3.115
H 1.116 -1.649 -3.399
H 2.048 -1.056 -2.000
C -0.692 -5.091 0.160
H -0.281 -4.641 1.074
H -1.388 -5.888 0.464
H 0.125 -5.563 -0.399
C -2.701 -3.583 0.105
H -2.434 -2.991 0.986
H -3.353 -2.977 -0.532
H -3.284 -4.453 0.442
C -1.992 -4.703 -1.973
H -1.205 -5.132 -2.597
H -2.669 -5.523 -1.685
H -2.567 -3.989 -2.573
C -2.734 3.338 2.222
H -3.684 3.889 2.186
H -2.972 2.268 2.288
H -2.210 3.621 3.144
C -2.797 3.327 -0.280
H -2.393 3.768 -1.202
H -2.905 2.248 -0.420
H -3.804 3.743 -0.122
C -1.567 5.148 0.886
H -2.469 5.707 0.596
H -1.246 5.541 1.855
H -0.796 5.360 0.135
C 2.287 3.340 1.539
H 2.231 4.192 0.846
H 3.043 3.582 2.304
H 2.641 2.456 0.998
C 1.092 1.875 3.200
H 1.475 0.983 2.687
H 1.804 2.136 3.997
H 0.131 1.621 3.673
C 0.591 4.325 3.050
H 0.594 5.228 2.427
H -0.365 4.230 3.581
H 1.372 4.467 3.815
Mg -0.431 -0.117 0.450
N 1.664 0.110 0.377
C 2.817 0.052 0.199
C 4.306 -0.046 0.089
C 4.665 -0.554 -1.305
C 4.948 1.326 0.290
C 4.817 -1.009 1.161
H 4.270 -1.564 -1.469
H 4.252 0.114 -2.073
H 5.755 -0.591 -1.432
H 4.754 1.708 1.299
H 6.036 1.249 0.164
H 4.571 2.048 -0.445
H 5.911 -1.086 1.106
H 4.543 -0.647 2.160
H 4.392 -2.011 1.031
C -2.827 -0.583 3.218
C -3.328 -0.344 1.846
N -2.640 -0.159 0.716
C -3.592 -0.086 -0.310
C -4.839 -0.200 0.223
N -4.650 -0.374 1.583
H -1.949 0.044 3.429
H -3.627 -0.342 3.934
H -2.550 -1.641 3.343
H -3.324 -0.001 -1.352
H -5.801 -0.175 -0.257
H -5.380 -0.520 2.276

***

3.
8
Properties=species:S:1:pos:R:3 method="wB97M-V/def2-TZVPD" smiles="N#CN(O)[N+](=O)[O-]" orbital_gap_ha=0.388 e_homo_ev=-10.93 spin_multiplicity=1 e_lumo_ev=-0.374 e_tot_ha=-428.46763 relative_energy_kcal_mol=60.78 charge=0 max_force_ev_per_a=5.9
N 2.117 -1.759 0.038
C 1.178 -1.121 -0.001
N -0.006 -0.268 -0.072
O -1.209 -0.947 -0.006
N -0.038 1.105 0.013
O 1.009 1.676 0.024
O -1.161 1.547 0.035
H -1.890 -0.235 -0.032

***

4.
19
Properties=species:S:1:pos:R:3 method="wB97M-V/def2-TZVPD" orbital_gap_ha=0.340 e_homo_ev=-7.57 spin_multiplicity=1 e_lumo_ev=1.673 e_tot_ha=-3303.74876 relative_energy_kcal_mol=3.63 charge=-1 max_force_ev_per_a=2.7
K -14.269 -14.553 -18.615
N -16.891 -14.474 -19.062
S -17.546 -14.456 -20.511
O -17.071 -13.420 -21.363
O -18.912 -14.831 -20.546
F -16.798 -15.758 -21.065
S -17.884 -13.613 -18.114
O -18.880 -14.384 -17.489
O -18.117 -12.271 -18.500
F -16.746 -13.442 -16.961
N -12.625 -13.477 -20.600
S -11.551 -14.564 -21.137
O -10.217 -14.483 -20.654
O -11.758 -15.002 -22.470
F -12.137 -15.788 -20.239
S -11.861 -12.078 -20.669
O -11.430 -11.723 -21.977
O -11.016 -11.777 -19.569
F -13.141 -11.167 -20.397

***

5.
35
Properties=species:S:1:pos:R:3 method="wB97M-V/def2-TZVPD" orbital_gap_ha=0.363 e_homo_ev=-9.35 spin_multiplicity=1 e_lumo_ev=0.522 e_tot_ha=-824.10961 relative_energy_kcal_mol=52.19 charge=0 max_force_ev_per_a=2.8
H 2.951 1.587 -2.350
N 2.381 0.737 -2.409
C 2.412 0.194 -1.257
C 3.207 0.846 -0.120
C 1.609 -1.077 -1.053
C 0.841 -1.155 0.310
C 0.298 0.164 0.868
O -1.059 0.070 1.335
C -1.901 0.909 0.615
C -2.786 0.308 -0.252
C -3.618 1.094 -1.010
C -3.554 2.460 -0.892
C -2.698 3.059 -0.009
C -1.870 2.267 0.752
C 1.757 -1.931 1.331
O 1.131 -3.155 1.717
C -0.169 -3.193 1.290
O -1.079 -3.782 1.811
C -0.176 -2.311 0.055
H 4.238 0.989 -0.443
H 2.742 1.822 0.064
H 3.141 0.310 0.829
H 0.836 -1.071 -1.830
H 2.187 -1.988 -1.226
H 0.954 0.540 1.660
H 0.301 0.896 0.052
H -2.813 -0.771 -0.322
H -4.308 0.601 -1.684
H -4.209 3.044 -1.531
H -2.659 4.139 0.073
H -1.156 2.699 1.448
H 1.928 -1.375 2.263
H 2.752 -2.161 0.938
H 0.269 -2.884 -0.768
H -1.126 -1.994 -0.371

***

6.
59
Properties=species:S:1:pos:R:3 method="wB97M-V/def2-TZVPD" orbital_gap_ha=0.305 e_homo_ev=-1.19 spin_multiplicity=1 e_lumo_ev=7.111 e_tot_ha=-2018.33969 relative_energy_kcal_mol=107.99 charge=-3 max_force_ev_per_a=4.2
P 0.024 -0.019 0.068
O 0.933 -1.197 -0.107
O -1.221 -0.377 0.987
O -0.253 0.535 -1.248
O 0.787 1.027 0.779
O -0.596 2.542 2.421
H -0.235 1.915 1.784
H 0.162 3.118 2.559
O -3.221 -1.114 0.012
H -2.309 -0.787 0.384
H -3.023 -1.861 -0.556
O -4.448 -0.056 2.931
H -4.301 0.804 3.331
H -3.523 -0.224 2.661
O -1.091 -2.717 1.776
H -1.076 -1.717 1.560
H -0.183 -2.882 1.547
O -0.625 2.334 -4.304
H -1.003 2.094 -3.446
H -0.854 1.598 -4.887
O 0.798 3.380 -0.407
H 0.773 2.551 0.106
H 0.003 3.755 -0.091
O -1.824 2.343 -1.860
H -2.555 1.819 -2.213
H -1.178 1.621 -1.562
O -1.484 0.111 3.313
H -1.336 1.041 3.143
H -1.349 -0.146 2.385
O -1.274 -0.992 -3.072
H -0.821 -0.385 -2.421
H -0.994 -1.877 -3.039
O 3.334 -0.709 0.396
H 3.328 0.090 0.901
H 2.378 -0.914 0.277
O -2.905 1.745 0.729
H -2.642 2.209 -0.075
H -2.319 0.998 0.787
O 0.316 -3.243 -1.302
H 0.410 -2.342 -0.840
H -0.595 -3.486 -1.334
O 3.190 -3.747 -1.857
H 2.354 -3.317 -1.590
H 3.471 -4.261 -1.086
O 1.596 1.509 -2.497
H 1.187 1.773 -3.324
H 0.824 1.171 -1.992
O 2.177 -1.274 -2.379
H 2.138 -0.329 -2.486
H 1.797 -1.377 -1.486
O 3.024 1.997 0.640
H 2.121 1.590 0.691
H 3.355 2.156 1.510
O 1.467 0.456 3.160
H 0.936 -0.319 3.369
H 1.183 0.689 2.228
O 1.693 -2.849 1.659
H 1.464 -2.149 1.019
H 2.018 -2.308 2.349

***

Among the records above, which one has the highest charge?
C33H57MgN4OP2

***

Among the records above, which one has the lowest charge?
H36O22P